# 1
ORCA calculation (wB97M-V/def2-TZVPD) on a structure of composition C15H16Cl4CsGeO5SSe in a non-equilibrium geometry.

Properties
<S²>: 0.754
Energy above the lowest of the compared OMol25 structures with the same formula, charge and spin: 29.9 kcal per mole

Structure (ORCA input):
```
! RIJCOSX wB97M-V def2-TZVPD def2/J DEFGRID3
* xyz -2 2
Cs 0.00848 3.04923 -0.55029
Cl 3.20809 2.45164 -1.35051
C 3.80703 3.99471 -0.98260
H 3.70942 4.70314 -1.79090
H 3.68428 4.29373 0.04430
O 0.77244 7.33537 -1.96863
Se 0.67377 5.74511 -1.78269
O 1.36206 4.91098 -2.99121
O 1.38391 5.25619 -0.37549
O -0.93206 5.27512 -1.67348
Cl -2.79811 3.35795 0.51868
Ge -3.00640 4.12866 -1.72175
Cl -2.06534 2.08605 -2.62906
Cl -5.40626 3.30277 -1.85537
O -0.08811 0.59090 -0.10223
S -0.02413 -0.14139 -1.38030
C 1.17727 -1.53541 -1.12700
C 1.56048 -1.69621 0.30722
C 2.34409 -0.72706 0.93412
C 2.68739 -0.86757 2.26945
C 2.25841 -1.97387 2.99093
C 1.48525 -2.94337 2.37133
C 1.13738 -2.80343 1.03619
C -1.56223 -1.09680 -1.54490
C -1.87542 -1.95007 -0.36380
C -2.18059 -1.36221 0.86662
C -2.46085 -2.15737 1.96558
C -2.46034 -3.54160 1.85426
C -2.18420 -4.13206 0.63058
C -1.89348 -3.33922 -0.47075
H 2.03550 -1.25941 -1.74148
H 0.73617 -2.44703 -1.53706
H 2.66956 0.14361 0.37875
H 3.28487 -0.10250 2.74990
H 2.52348 -2.07670 4.03706
H 1.13803 -3.80605 2.92869
H 0.50957 -3.55349 0.55797
H -1.46664 -1.66149 -2.47578
H -2.29962 -0.30573 -1.70792
H -2.19905 -0.28186 0.94492
H -2.69037 -1.69163 2.91684
H -2.68948 -4.15773 2.71622
H -2.19720 -5.21164 0.53216
H -1.67703 -3.80224 -1.42855
*
```

Löwdin atomic charge list, values in e, 5 entries: number 1, Cs, carries 1.2186; number 2, Cl, carries 0.5025; number 3, C, carries -0.4859; number 4, H, carries -0.0039; number 5, H, carries -0.0060


# 2
ORCA calculation (wB97M-V/def2-TZVPD) on a structure of composition C15H16CrN2OS3.

Properties
<S²>: 3.868

Structure (ORCA input):
```
! RIJCOSX wB97M-V def2-TZVPD def2/J DEFGRID3
* xyz 1 4
Cr 0.29239 -0.19700 -0.26850
C 2.56691 -2.34635 1.31121
C 1.83140 -1.99392 0.05547
C 2.39923 -1.13548 -0.90750
C 1.72877 -0.84114 -2.09796
C 0.47434 -1.41188 -2.35588
C -0.10692 -2.26502 -1.41415
C 0.55976 -2.53312 -0.20774
H 3.19041 -1.51945 1.64673
H 3.21097 -3.20576 1.11361
H 1.87629 -2.61188 2.10947
H 3.37790 -0.71311 -0.72037
H 2.18720 -0.18623 -2.82577
H -0.02935 -1.20646 -3.28990
H -1.06348 -2.73099 -1.60777
H 0.10330 -3.18534 0.52435
S 1.24309 1.33784 1.14964
C -0.12076 1.00372 2.17898
S -1.06909 -0.33602 1.57651
C -0.42728 1.70666 3.29576
C 0.40523 2.80040 3.69833
N 1.10177 3.65992 4.01066
C -1.60316 1.38319 4.04537
N -2.57602 1.12096 4.59932
O -0.81180 1.14596 -1.09904
S -2.36511 1.22208 -1.03579
C -2.67926 2.69901 -0.04543
C -3.57308 3.59092 -0.90023
C -2.99849 3.50591 -2.31290
C -2.82570 2.01404 -2.59720
H -1.68476 3.12623 0.10370
H -3.09430 2.39493 0.91385
H -3.58590 4.60579 -0.50654
H -4.60083 3.22120 -0.88562
H -2.02935 4.00512 -2.35614
H -3.64710 3.96916 -3.05405
H -2.03732 1.76585 -3.30649
H -3.75402 1.53798 -2.91476
*
```

natural (NBO) atomic charge list, values in e, 5 entries: number 1, Cr, carries 0.7609; number 2, C, carries -0.6454; number 3, C, carries 0.0188; number 4, C, carries -0.1968; number 5, C, carries -0.2258


# 3
ORCA calculation (wB97M-V/def2-TZVPD) on a cluster of 2 separate species, C15H16F3N3O2S in total in a non-equilibrium geometry.

Properties
Energy above the lowest of the compared OMol25 structures with the same formula, charge and spin: 36.4 kcal per mole

Structure (ORCA input):
```
! RIJCOSX wB97M-V def2-TZVPD def2/J DEFGRID3
* xyz 0 1
C 1.84365 2.60247 -1.05204
N 1.26751 2.19008 0.22443
C 0.74945 0.94307 0.41149
C 0.84250 -0.10564 -0.62066
N 0.17264 0.84868 1.63205
C -0.51834 -0.34282 2.14901
C 0.34040 2.07948 2.26705
C 0.98557 2.92932 1.36476
C 1.04008 4.30385 1.55127
C 0.57461 4.74943 2.78565
C -0.07857 3.89598 3.68446
C -0.28556 2.54683 3.40232
H 1.95126 3.68572 -1.07960
H 2.80939 2.09542 -1.15637
H 1.23616 2.29058 -1.92534
H 0.65262 -1.13957 -0.25786
H 1.84168 -0.08337 -1.09422
H -1.02914 -0.04767 3.06546
H -1.23681 -0.73891 1.41507
H 0.22337 -1.13050 2.35409
H 1.41687 4.92655 0.75312
H 0.69627 5.79577 3.04255
H -0.46561 4.29136 4.61669
H -0.89520 1.87056 3.97784
F 0.07920 1.10169 -3.87056
C -0.26695 0.07318 -3.01244
F -1.49249 -0.36667 -3.34504
F 0.63041 -0.91898 -3.15457
S -0.41687 0.87579 -1.41860
N -0.87991 -2.94380 -1.60297
C 0.01564 -3.82902 -1.09589
O 1.05935 -3.53932 -0.48737
C -0.49140 -5.25096 -1.45074
C -1.96112 -5.00462 -1.86570
C -2.13938 -3.48879 -1.60343
O -3.20273 -2.88426 -1.47516
H 0.07816 -5.62291 -2.32461
H -0.39675 -5.90279 -0.57182
H -2.06232 -5.17988 -2.95538
H -2.68763 -5.57534 -1.27695
*
```

natural (NBO) atomic charge list, values in e, 5 entries: number 1, C, carries -0.4408; number 2, N, carries -0.3322; number 3, C, carries 0.4706; number 4, C, carries -0.5905; number 5, N, carries -0.3036


# 4
ORCA calculation (wB97M-V/def2-TZVPD) on the molecule C15H16F3NO4S in a non-equilibrium geometry.

Properties
SMILES: CCOC(=O)[C@H]1S[C@@]2(C(F)(F)F)C[C@]1(O)c1c(C)cc(C)nc1O2

Structure (ORCA input):
```
! RIJCOSX wB97M-V def2-TZVPD def2/J DEFGRID3
* xyz 0 1
C 1.10108 -2.40113 4.55118
C 1.85590 -2.61789 3.22965
O 1.61918 -1.58747 2.30282
C 1.47628 -1.96394 1.03927
O 1.67047 -3.08353 0.61101
C 1.28990 -0.83250 0.02565
S 1.94913 -1.10176 -1.68609
C 0.30147 -0.95923 -2.49948
C 0.03255 -1.95201 -3.64101
F 0.74087 -1.82088 -4.78294
F -1.29357 -1.70688 -3.97947
F 0.26927 -3.28858 -3.39572
C -0.61727 -1.31779 -1.31622
C -0.24194 -0.54295 -0.19044
O -1.07334 -0.92922 0.91850
C -0.48109 0.93115 -0.57428
C -0.77297 1.98461 0.34831
C -0.77548 1.76796 1.93575
C -1.12141 3.14658 -0.19689
C -0.98473 3.32961 -1.65369
C -1.28531 4.55992 -2.43381
N -0.64160 2.38820 -2.53127
C -0.30782 1.21504 -1.97636
O 0.33064 0.41109 -2.88414
H 0.07366 -2.50102 4.55623
H 1.25468 -1.39018 4.86818
H 1.51599 -3.14717 5.25213
H 2.85832 -2.57950 3.58455
H 1.62996 -3.66412 2.85190
H 1.77000 0.00681 0.45589
H -1.64746 -1.08637 -1.61932
H -0.44192 -2.36280 -1.05477
H -1.97977 -0.71271 0.55058
H -0.43110 2.70202 2.31471
H -1.73889 1.47857 2.32207
H -0.12862 0.98040 2.33853
H -1.58738 4.02187 0.32299
H -2.42153 4.58274 -2.67257
H -0.75447 4.60531 -3.45766
H -1.01171 5.43776 -1.83378
*
```

natural (NBO) atomic charge list, values in e, 5 entries: number 1, C, carries -0.6131; number 2, C, carries -0.0836; number 3, O, carries -0.4948; number 4, C, carries 0.7848; number 5, O, carries -0.5876


# 5
ORCA calculation (wB97M-V/def2-TZVPD) on a structure of composition C15H16IrN3O7P2 in a non-equilibrium geometry.

Properties
<S²>: 0.762
Energy above the lowest of the compared OMol25 structures with the same formula, charge and spin: 68.3 kcal per mole

Structure (ORCA input):
```
! RIJCOSX wB97M-V def2-TZVPD def2/J DEFGRID3
* xyz 1 2
Ir 0.29463 0.22659 0.04448
O -2.15782 1.73490 3.46664
P -1.24658 1.69442 2.18546
O -1.68287 2.65530 1.15686
O -1.18178 0.24278 1.68408
O 0.20462 1.99679 2.81176
P 1.44369 2.62340 1.97161
O 0.91963 4.04987 1.51879
O 2.63548 2.64996 2.82957
O 1.57349 1.78595 0.70819
H -1.83107 1.22758 4.21104
H 1.26042 4.73247 2.09668
C 2.46071 -2.23649 2.77400
C 2.42883 -3.52319 2.17344
C 1.87502 -3.66515 0.94025
C 1.31388 -2.53091 0.26963
N 1.28264 -1.28877 0.94293
C 1.85063 -1.17057 2.13116
C 0.77871 -2.48742 -1.01470
C 0.74558 -3.57545 -1.95017
C 0.31109 -3.38106 -3.23045
C -0.10888 -2.11564 -3.66616
C -0.12510 -1.03387 -2.76282
C 0.26568 -1.18977 -1.45671
H 2.95411 -2.08350 3.71733
H 2.84755 -4.36863 2.69708
H 1.84117 -4.62896 0.45947
H 1.84467 -0.18985 2.59389
H 1.10309 -4.54443 -1.64338
H 0.30840 -4.20480 -3.92889
H -0.40045 -1.96512 -4.69290
H -0.45429 -0.07182 -3.13005
C -3.01106 0.53307 -0.98088
C -2.05687 1.63654 -1.18385
N -0.72299 1.57719 -1.07509
C -0.23564 2.80186 -1.41304
C -1.28460 3.61624 -1.73355
N -2.40817 2.85851 -1.59803
H -2.58247 -0.22298 -0.32784
H -3.26925 0.07277 -1.93373
H -3.92708 0.90569 -0.53148
H 0.81048 3.03174 -1.36994
H -1.31285 4.64618 -2.02673
H -3.35439 3.17860 -1.73392
*
```

Löwdin atomic charge list, values in e, 5 entries: number 1, Ir, carries 1.6282; number 2, O, carries -0.0467; number 3, P, carries 0.2018; number 4, O, carries -0.2258; number 5, O, carries -0.3184


# 6
ORCA calculation (wB97M-V/def2-TZVPD) on the molecule C15H16N2O3 in a non-equilibrium geometry.

Properties
SMILES: COc1ccc(O[C@H](C)C(=O)Nc2cccnc2)cc1
Energy above the lowest of the compared OMol25 structures with the same formula, charge and spin: 318.7 kcal per mole

Structure (ORCA input):
```
! RIJCOSX wB97M-V def2-TZVPD def2/J DEFGRID3
* xyz 0 1
C -4.46201 0.76473 -3.65042
O -3.32549 1.38730 -3.23850
C -2.84356 0.93167 -1.88116
C -1.63492 1.64224 -1.26007
C -1.09085 1.01509 -0.05773
C -1.76432 -0.05379 0.76576
O -1.19463 -0.37545 1.71067
C -0.44244 0.48238 2.71484
C -0.93606 1.64280 2.91471
C 0.98357 0.32533 2.01647
O 1.69931 1.34923 2.02747
N 1.24286 -0.81989 1.14922
C 2.45280 -0.91070 0.41629
C 2.46282 -2.32383 -0.40760
C 3.52197 -2.51693 -1.21263
C 4.62283 -1.77566 -1.01564
N 4.72438 -0.32752 -0.47754
C 3.47139 -0.18099 0.39128
C -2.87781 -0.37416 0.04220
C -3.36461 -0.01957 -1.17198
H -4.66723 1.38998 -4.63817
H -5.23684 1.03656 -2.93921
H -4.31912 -0.32808 -4.03087
H -1.11400 2.24562 -1.85208
H -0.22056 1.48057 0.14208
H -0.23710 -0.18337 3.48048
H -1.74314 1.71548 3.63557
H -1.18580 2.16301 2.20418
H -0.20979 2.21998 3.67671
H 0.50377 -1.33191 0.94278
H 1.43899 -2.80026 -0.38613
H 3.57105 -3.41728 -1.67063
H 5.52328 -1.78683 -1.74498
H 3.55060 0.74696 1.21056
H -3.35223 -1.31734 0.50270
H -4.39885 -0.51831 -1.46623
*
```

natural (NBO) atomic charge list, values in e, 5 entries: number 1, C, carries -0.2611; number 2, O, carries -0.5211; number 3, C, carries 0.2776; number 4, C, carries -0.2071; number 5, C, carries -0.3087


# 7
ORCA calculation (wB97M-V/def2-TZVPD) on the molecule C15H16N4OS in a non-equilibrium geometry.

Properties
SMILES: CN1CCc2c(sc3c2C(=O)N[C@@H](c2ccccn2)N3)C1
Energy above the lowest of the compared OMol25 structures with the same formula, charge and spin: 388.6 kcal per mole

Structure (ORCA input):
```
! RIJCOSX wB97M-V def2-TZVPD def2/J DEFGRID3
* xyz 0 1
C 3.65941 2.49116 -2.17794
N 2.51967 1.72389 -2.92592
C 1.31879 2.25195 -3.01518
C 0.64286 2.60102 -1.44704
C 0.77678 1.30563 -0.86541
C 1.73886 0.22736 -1.31884
S 1.85424 -1.25872 -0.29964
C 0.91755 -0.37165 0.92524
C 0.40152 0.83367 0.44411
C -0.54242 1.46349 1.06552
O -1.06757 2.79031 1.07880
N -0.88517 0.61616 2.23131
C -0.95999 -0.65328 2.47126
C -2.06989 -1.35650 1.53785
C -2.34808 -2.68710 2.07174
C -3.45905 -3.41895 1.16094
C -3.72598 -2.60252 0.10162
C -3.29777 -1.29643 -0.13116
N -2.26252 -0.74875 0.59181
N 0.34762 -1.08177 1.85761
C 2.46894 0.24088 -2.59478
H 3.61712 3.64363 -2.56684
H 3.57155 2.28634 -1.21450
H 4.49347 2.12540 -2.63632
H 1.50471 3.46881 -3.29156
H 0.67281 1.82319 -3.50828
H -0.36626 2.55974 -1.65225
H 1.09121 3.30705 -1.03811
H -1.68825 1.11321 2.87670
H -1.09089 -1.06585 3.24237
H -2.14122 -3.06071 2.84474
H -3.55698 -4.29676 1.49128
H -4.42482 -3.22190 -0.63508
H -3.36609 -0.90574 -1.07383
H 0.57322 -2.06282 1.94449
H 3.58922 -0.04941 -2.50440
H 2.03794 -0.03687 -3.39933
*
```

natural (NBO) atomic charge list, values in e, 5 entries: number 1, C, carries -0.3901; number 2, N, carries -0.4351; number 3, C, carries -0.1082; number 4, C, carries -0.4758; number 5, C, carries 0.1033


# 8
ORCA calculation (wB97M-V/def2-TZVPD) on a structure of composition C15H17AuCl2N2O3.

Properties
Energy above the lowest of the compared OMol25 structures with the same formula, charge and spin: 9.2 kcal per mole

Structure (ORCA input):
```
! RIJCOSX wB97M-V def2-TZVPD def2/J DEFGRID3
* xyz 0 1
Au -0.40933 1.16545 -0.23380
Cl 7.11330 1.58619 0.84775
C 5.39961 1.30761 0.77768
C 4.73645 0.80679 1.89458
C 3.38138 0.59508 1.83780
Cl 2.57423 -0.00717 3.25033
C 2.59341 0.86382 0.68373
O 1.32094 0.63008 0.76257
C 3.30882 1.35577 -0.43832
C 2.72897 1.63594 -1.75334
O 1.58535 1.47013 -2.12071
C 4.69332 1.57431 -0.36472
H 5.27701 0.58960 2.80523
H 3.47135 2.03557 -2.47153
H 5.20913 1.95482 -1.23785
C 1.49873 -3.58853 2.32390
C 0.15750 -3.16748 1.82675
C -1.02682 -3.86310 1.70361
C -1.94587 -2.94051 1.16266
N -1.36672 -1.76617 0.96515
N -0.09368 -1.92436 1.37537
C -3.37356 -3.17740 0.79126
H 1.47049 -4.63517 2.62009
H 1.80812 -2.99292 3.18238
H 2.26386 -3.47351 1.55423
H -1.20017 -4.89410 1.96371
H 0.52353 -1.11783 1.33768
H -3.81739 -3.93964 1.43107
H -3.46636 -3.51770 -0.24176
H -3.95784 -2.26405 0.90100
C -1.41407 2.89681 -2.65926
O -2.48683 2.19045 -1.98139
C -2.19319 1.47073 -0.95387
C -3.38356 0.80826 -0.37610
H -0.99902 3.63904 -1.98198
H -1.87879 3.36811 -3.51883
H -0.63869 2.19274 -2.95003
H -4.27008 0.90545 -1.00187
H -3.55724 1.26244 0.60417
H -3.12572 -0.23228 -0.17280
*
```

natural (NBO) atomic charge list, values in e, 5 entries: number 1, Au, carries 0.5729; number 2, Cl, carries -0.0028; number 3, C, carries -0.0924; number 4, C, carries -0.1966; number 5, C, carries -0.1288


Q: Which E_tot values were calculated for the entries above? A: -7694.857788; -3004.741087; -1593.656612; -1634.644518; -2059.195502; -915.974576; -1273.079657; -1973.055388, in Eh.